{
  "formula": "C13H18IrN3OSbSe4",
  "method": "ωB97M-V with the def2-TZVPD basis set",
  "symbols": ["C", "N", "Sb", "C", "C", "H", "C", "Se", "H", "Se", "H", "H", "Se", "H", "H", "H", "C", "N", "N", "H", "C", "C", "H", "C", "H", "O", "Se", "H", "H", "H", "H", "H", "H", "Ir", "H", "C", "H", "C", "C", "C", "C"],
  "xyz": [[0.817612, 2.328707, 1.831963], [0.606607, 0.858592, -3.424070], [-0.009357, -3.746221, 3.001100], [1.834945, 1.418117, 2.110052], [-0.429018, -0.935991, -2.077566], [2.849044, 1.633571, 1.798049], [-0.044560, -0.449005, -3.496150], [-2.140999, -2.590842, 3.258782], [-1.280330, 2.754954, 1.987997], [-0.316062, -6.270392, 2.885038], [0.071640, -0.830525, 3.915057], [-1.192244, 1.894810, -3.458333], [1.801308, -3.583055, 4.555860], [1.048805, 3.247839, 1.307269], [-0.926261, -0.355670, -4.134051], [0.169877, 2.782993, -2.774039], [0.250663, -0.025702, 3.213591], [-0.041738, 0.069422, -1.075628], [-2.720037, -0.765058, 0.301094], [-1.500626, -1.105334, -1.988980], [-0.319222, 1.805806, -2.808066], [-3.670167, -1.054669, -0.348549], [2.332085, -0.476800, 3.006730], [1.408511, 0.271466, -1.157304], [-1.795508, 1.154818, -1.304641], [-4.618289, -1.297343, -1.021539], [0.519148, -2.878522, 0.711867], [-0.441961, 2.061931, -0.631322], [1.895872, -0.666258, -0.883755], [2.297204, 1.709990, -2.560738], [1.686717, 1.016383, -0.412987], [-1.768261, 0.733178, 3.334610], [0.644841, -1.143089, -3.982011], [-0.933788, -0.972702, 1.285824], [2.475783, 0.029142, -3.064656], [1.797428, 0.737948, -2.584534], [0.073360, -1.870671, -1.825648], [-0.484695, 2.054607, 2.207996], [-0.781965, 0.883333, 2.913158], [-0.721464, 1.329292, -1.388287], [1.555101, 0.240950, 2.776817]],
  "atomic_forces_ev_per_a": [[-0.12, 0.07, -0.01], [0.06, 0.03, -0.14], [-0.14, -0.35, -0.18], [0.07, -0.09, 0.04], [-0.03, -0.07, 0.02], [0.02, -0.01, 0.00], [0.01, 0.00, -0.01], [0.03, 0.13, 0.03], [0.01, 0.02, -0.03], [0.06, 0.23, 0.04], [-0.01, -0.02, -0.07], [-0.01, 0.01, 0.01], [0.05, 0.04, 0.08], [-0.02, 0.01, -0.01], [0.01, 0.00, 0.00], [-0.01, 0.00, 0.00], [-0.10, 0.04, 0.19], [0.03, -0.01, -0.03], [-0.02, 0.11, 0.01], [-0.02, -0.01, 0.04], [-0.01, 0.07, 0.01], [0.28, 0.10, 0.22], [0.02, -0.01, -0.01], [0.04, 0.04, 0.02], [0.03, 0.00, 0.02], [-0.27, -0.08, -0.18], [0.07, 0.07, 0.09], [0.01, 0.00, 0.04], [-0.01, 0.00, 0.01], [0.00, -0.01, 0.00], [-0.02, -0.03, -0.01], [0.01, -0.04, -0.01], [-0.01, -0.01, 0.00], [-0.03, -0.31, -0.21], [0.01, 0.00, 0.01], [0.01, -0.01, -0.01], [-0.01, 0.01, -0.01], [0.05, 0.10, -0.04], [0.03, -0.10, 0.07], [-0.10, 0.02, -0.02], [0.05, 0.05, 0.01]],
  "energy_ha": -10696.05101,
  "multiplicity": 5,
  "total_charge": -1,
  "homo_ev": [-3.88, -4.92],
  "fmax_ev_per_a": 0.4,
  "e_lumo_ev": [2.33, 0.68],
  "gap_ev": [6.2, 5.6]
}